Record 1
A 14-piece molecular cluster, C5H37NO15 overall in a non-equilibrium geometry, computed with ωB97M-V/def2-TZVPD.

Computed properties:
Electronic energy in eV: -37987.60470

The geometry in ORCA input format:
```
! RIJCOSX wB97M-V def2-TZVPD def2/J DEFGRID3
* xyz 0 1
C -1.2445 -0.0366 0.4659
N -0.9393 1.2431 1.0811
C -0.6642 2.2858 0.0934
O -0.0823 1.7985 -1.0771
C -1.9419 1.5256 2.1308
C -3.1742 0.7620 1.7559
C -2.6941 -0.4884 0.9798
H -0.5472 -0.8242 0.7357
H -1.3751 0.0078 -0.6067
H 0.0516 3.0102 0.5121
H -2.0297 2.5967 2.3044
H -1.4474 1.0803 2.9986
H -3.8637 1.2919 1.0994
H -3.6559 0.4527 2.6867
H -2.4262 -1.3506 1.5876
H -3.3929 -0.7351 0.1903
H -3.9543 4.4874 -0.7628
H -2.8199 4.5009 -1.7185
O -3.3771 5.1089 -1.2228
H -2.4250 1.1230 -1.6846
H -1.8878 3.8715 0.1071
O -1.8281 2.9880 -0.2671
H 1.8367 0.8194 -2.5332
H 1.9629 -0.6850 -2.2378
O 2.3982 0.1645 -2.1013
H 3.8680 -2.9190 2.7126
H 3.2298 -2.3917 1.5373
O 3.6121 -2.0521 2.3716
H 4.0626 -2.7015 -1.8520
H 3.3426 -4.0461 -2.2352
O 3.2032 -3.1420 -1.9363
H 2.8814 -0.7970 3.2066
H 2.5558 0.6224 3.3170
O 2.3518 -0.2046 3.7666
H 0.3406 0.9380 -0.9263
H -0.1528 2.1878 -2.8926
O 0.2360 2.8064 -3.5423
H 2.1962 -3.4793 -0.5001
H 1.8228 -2.2454 0.2524
O 1.8438 -3.2027 0.3661
H 0.6031 -1.2530 2.7765
H 0.0639 -1.0611 4.1385
O -0.2271 -1.3328 3.2634
H -2.7821 2.0621 -2.7342
H 0.4397 3.5299 -2.9380
O -2.5916 1.1210 -2.6325
H 2.2869 0.7631 0.4986
H 1.0434 0.3840 1.2838
O 1.9534 0.0929 1.1066
H -0.1360 -2.0987 -0.8972
H 0.9362 -2.0431 -2.1307
O 0.5786 -1.6437 -1.3345
H -4.0908 -3.6281 -1.1541
H -3.7834 -3.8502 -2.6026
O -3.3714 -3.5409 -1.7892
H 4.8731 -0.0565 -1.3287
H 3.7221 -0.8967 -0.6658
O 4.6095 -0.9199 -1.0219
*
```

How is the electron density shared among the atoms? According to Mulliken, the charges in e are:
1 C -0.71
2 N 0.30
3 C -0.46
4 O -0.40
5 C -0.90
6 C -0.64
7 C -1.05
8 H 0.05
9 H 0.88
10 H 0.32
11 H 0.45
12 H 0.39
13 H 0.26
14 H 0.41
15 H 0.40
16 H 0.32
17 H 0.33
18 H 0.34
19 O -0.64
20 H 0.34
21 H 0.44
22 O -0.46
23 H 0.26
24 H 0.32
25 O -0.53
26 H 0.28
27 H 0.36
28 O -0.63
29 H 0.31
30 H 0.28
31 O -0.62
32 H 0.40
33 H 0.30
34 O -0.66
35 H 0.27
36 H 0.47
37 O -0.66
38 H 0.49
39 H 0.27
40 O -0.75
41 H 0.33
42 H 0.33
43 O -0.61
44 H 0.31
45 H 0.31
46 O -0.64
47 H 0.31
48 H 0.18
49 O -0.54
50 H 0.24
51 H 0.26
52 O -0.54
53 H 0.30
54 H 0.30
55 O -0.59
56 H 0.30
57 H 0.36
58 O -0.71

Record 2
A 14-piece molecular cluster, C5H37NO15 overall in a non-equilibrium geometry, computed with ωB97M-V/def2-TZVPD.

Computed properties:
Electronic energy in eV: -37986.75279

The geometry in ORCA input format:
```
! RIJCOSX wB97M-V def2-TZVPD def2/J DEFGRID3
* xyz 0 1
C -1.9745 2.5344 0.4694
N -0.6970 1.8749 0.2345
C -0.1191 1.2843 -3.6170
C -0.9808 2.0119 -2.5162
C -0.5051 1.4064 -1.1977
C -0.8603 -0.0928 -1.0057
O 0.2943 -0.6812 -0.6694
O -1.8737 -0.7618 -1.1590
H -2.7641 2.0517 -0.1846
H -2.2470 3.5466 0.2867
H -2.2772 2.3269 1.5189
H 0.0297 2.6637 0.3951
H -0.4912 1.3867 -4.6663
H -0.0474 0.2368 -3.5487
H 0.8363 1.7430 -3.5067
H -0.7241 3.1955 -2.4664
H -2.0061 1.9320 -2.6293
H 0.5474 1.2359 -1.2538
H 1.9745 -0.9150 4.4638
H 0.8903 -0.9627 1.9385
H 1.9367 -1.9849 1.4959
O 1.5365 -1.5975 2.2690
H 1.6045 -0.7800 -4.9076
H 1.7131 -1.7085 -3.5870
O 1.9026 -1.5993 -4.5156
H 1.6852 -4.3794 -2.0607
H 0.5304 -4.1544 -0.9633
O 1.2090 -4.7122 -1.3081
H 0.8833 0.2007 4.5713
H 0.0861 -1.4575 -0.0294
O 1.8303 0.0520 4.5111
H 3.8953 -1.1833 -0.3703
H 4.2379 -2.5872 -0.8568
O 4.3149 -1.9948 -0.0789
H -3.9895 -2.2411 -0.7406
H -3.7593 -1.9914 0.7388
O -4.2878 -2.4811 0.0971
H -2.3347 0.1128 1.0033
H -3.5214 0.9194 1.5600
O -3.0591 0.0348 1.6082
H -1.5281 0.4977 3.8070
H -1.2968 -0.9393 3.3744
O -0.9659 -0.3009 3.9948
H -4.4017 1.1084 -2.2655
H -3.5367 0.5348 -1.0131
O -3.9576 1.2812 -1.4510
H 1.5632 1.2360 0.7538
H 2.8901 1.4355 1.6257
O 2.4224 1.6572 0.7748
H 2.2473 1.4389 -1.2873
H 3.4641 2.1029 -1.6463
O 2.6711 1.7339 -2.0985
H 2.8411 2.5537 3.5155
H 2.8579 0.9808 3.6156
O 3.2675 1.7486 3.1334
H -0.0393 -3.2678 2.4276
H -1.2451 -3.4929 1.5142
O -0.6726 -2.7929 1.9022
*
```

How is the electron density shared among the atoms? According to Mulliken, the charges in e are:
1 C -1.29
2 N -0.09
3 C -1.19
4 C -0.44
5 C 2.60
6 C 0.01
7 O -0.15
8 O -0.56
9 H 0.37
10 H 0.31
11 H 0.49
12 H 0.36
13 H 0.40
14 H 0.22
15 H 0.38
16 H 0.30
17 H 0.28
18 H -1.77
19 H 0.28
20 H 0.27
21 H 0.30
22 O -0.58
23 H 0.34
24 H 0.30
25 O -0.64
26 H 0.31
27 H 0.30
28 O -0.62
29 H 0.34
30 H 0.12
31 O -0.68
32 H 0.30
33 H 0.31
34 O -0.63
35 H 0.31
36 H 0.30
37 O -0.64
38 H 0.21
39 H 0.36
40 O -0.65
41 H 0.33
42 H 0.27
43 O -0.63
44 H 0.30
45 H 0.29
46 O -0.68
47 H 0.28
48 H 0.34
49 O -0.67
50 H 0.20
51 H 0.30
52 O -0.58
53 H 0.30
54 H 0.48
55 O -0.72
56 H 0.28
57 H 0.25
58 O -0.49

Record 3
A 15-piece molecular cluster, C5H37O16 overall in a non-equilibrium geometry, computed with ωB97M-V/def2-TZVPD.

Computed properties:
Electronic energy in eV: -38546.09664

The geometry in ORCA input format:
```
! RIJCOSX wB97M-V def2-TZVPD def2/J DEFGRID3
* xyz -1 1
C 0.8199 1.8777 -0.1362
O 2.1919 1.4138 0.0996
C -0.2702 1.0084 0.5219
C -1.1995 0.5674 -0.5990
C -0.5659 -0.5103 -1.4882
C -1.3981 -1.2240 -2.2369
O -1.0909 -2.3668 -2.9538
H 1.0779 2.9017 0.2792
H 0.8097 1.9598 -1.2171
H -0.7133 1.5857 1.3017
H 0.3346 0.2056 0.9567
H -2.0445 0.0215 -0.1667
H -1.6203 1.4783 -1.0079
H 0.4924 -0.6687 -1.5153
H 2.3182 0.4416 -0.1265
H -2.3510 -0.9701 -2.6799
H 0.3100 2.4091 2.6285
H 0.1167 3.8436 3.1099
O -0.1404 3.2337 2.4056
H 1.5248 -2.3085 0.5453
H 2.7230 -2.4031 2.2038
O 1.8569 -2.1103 1.8854
H 0.8825 -4.2147 2.2016
H 0.1079 -3.9043 3.3841
O 0.3775 -4.6926 2.8808
H -1.5474 -1.6000 3.9272
H -2.3238 -0.6835 4.6281
O -2.4127 -1.1213 3.7634
H -1.8558 3.3588 -0.3805
H -1.7343 3.7094 1.1687
O -2.2109 3.8772 0.3447
H 2.4489 -1.6665 -1.0946
H 2.3041 -3.4120 -0.4284
O 1.6726 -2.6879 -0.5025
H 1.6011 2.3142 -3.3902
H 0.8453 1.1844 -4.1179
O 0.7715 2.1074 -3.8559
H -2.8671 -2.5510 -0.4362
H -2.6379 -2.8831 0.9853
O -3.2113 -3.1387 0.2451
H -1.9940 3.3705 -3.4143
H -0.8010 2.5845 -2.9237
O -1.7707 2.6581 -2.8064
H 3.1203 1.6215 -1.5263
H 3.1903 1.0324 -2.9522
O 3.4371 1.8020 -2.4357
H 0.6021 -1.5487 4.4874
H 0.5735 -1.8544 2.8981
O 0.1646 -2.0679 3.8087
H 3.7831 -1.2542 -1.1659
H -0.1901 -2.6136 -2.6861
O 2.9980 -0.7018 -1.3291
H 3.3490 1.7199 1.8782
H 2.5002 0.4436 2.3951
O 3.0296 1.2131 2.6206
H -3.9182 0.6706 -0.6054
H -3.3697 1.0638 -1.8786
O -4.2031 0.7087 -1.5315
*
```

How is the electron density shared among the atoms? According to Mulliken, the charges in e are:
1 C 0.61
2 O -0.56
3 C -0.54
4 C 0.45
5 C 0.22
6 C -0.77
7 O -0.56
8 H 0.28
9 H -0.41
10 H 0.56
11 H -0.36
12 H 0.37
13 H -0.74
14 H 0.34
15 H 0.37
16 H 0.42
17 H 0.28
18 H 0.27
19 O -0.56
20 H 0.41
21 H 0.06
22 O -0.74
23 H 0.33
24 H 0.40
25 O -0.72
26 H 0.37
27 H 0.26
28 O -0.60
29 H 0.40
30 H 0.32
31 O -0.69
32 H 0.26
33 H 0.31
34 O -0.70
35 H 0.34
36 H 0.31
37 O -0.70
38 H 0.35
39 H 0.35
40 O -0.67
41 H 0.27
42 H 0.32
43 O -0.55
44 H 0.43
45 H 0.28
46 O -0.79
47 H 0.27
48 H 0.38
49 O -0.79
50 H 0.22
51 H 0.32
52 O -0.64
53 H 0.31
54 H 0.30
55 O -0.69
56 H 0.38
57 H 0.36
58 O -0.67

Record 4
A 16-piece molecular cluster, C5H38O16 overall in a non-equilibrium geometry, computed with ωB97M-V/def2-TZVPD.

Computed properties:
Electronic energy in eV: -38559.33733

The geometry in ORCA input format:
```
! RIJCOSX wB97M-V def2-TZVPD def2/J DEFGRID3
* xyz 0 1
C 0.9185 -1.4567 -1.6146
C -0.4757 -1.3132 -1.3794
C -1.1992 -0.4847 -0.5988
O -0.3899 0.4302 0.0683
C -2.6127 -0.2629 -0.5247
C -3.3071 -0.9285 0.4105
H 1.6732 -0.9173 -0.9813
H 1.3075 -2.5548 -1.6428
H 1.1895 -1.1867 -2.6251
H -1.1988 -2.0009 -1.9918
H 1.1000 1.0204 4.5189
H -3.0323 0.4402 -1.2320
H -2.8518 -1.4114 1.3863
H -4.3189 -0.9849 0.3952
H -2.3105 -3.7714 0.5772
H -1.2136 -4.9050 0.6925
O -2.0508 -4.6565 0.2545
H -1.0704 -4.0607 3.0099
H 0.2794 -4.3988 2.5473
O -0.6912 -4.7304 2.5161
H 2.0263 -2.8057 2.3310
H 2.4167 -4.0988 2.6866
O 1.8536 -3.7112 2.0244
H 0.6402 3.2194 2.0855
H 1.2997 3.7654 3.3814
O 1.4647 3.2224 2.5810
H -1.9793 2.3296 -3.1385
H -1.5513 3.7486 -3.4480
O -1.3423 3.0375 -2.8306
H 1.3574 -0.1140 2.7663
H 1.9279 1.7686 3.5120
O 1.9968 1.0021 4.1424
H 4.7055 -0.0759 1.1431
H 3.6835 0.9138 0.5262
O 3.8169 -0.0430 0.9276
H 0.5506 1.3319 -1.1887
H 0.1383 2.3696 -2.2307
O 0.9220 2.0506 -1.7571
H 1.9613 0.0214 1.5059
H 0.2620 -0.0361 0.9055
O 1.2834 -0.4704 1.9133
H 2.8782 2.4966 1.0223
H 2.5419 2.2188 -0.5347
O 3.1847 2.2811 0.1636
H -1.3686 1.4465 1.1065
H -2.7161 2.1041 1.5853
O -1.7880 1.9200 1.7642
H -0.4524 3.5911 0.2935
H -1.1129 3.2957 1.5218
O -0.5567 4.0661 1.2070
H -3.6917 -3.7196 -1.7486
H -2.0833 -3.6685 -1.5429
O -2.8914 -3.6284 -2.1706
H 2.6653 2.3209 -4.0925
H 1.4089 1.8229 -3.3550
O 1.8646 1.7583 -4.2086
H -1.3504 1.2425 -4.8176
H -1.6985 0.2550 -3.6151
O -2.0123 0.9052 -4.2033
*
```

How is the electron density shared among the atoms? According to Mulliken, the charges in e are:
1 C -1.37
2 C 0.38
3 C 0.51
4 O -0.63
5 C -0.49
6 C -1.02
7 H 0.15
8 H 0.35
9 H 0.28
10 H 0.30
11 H 0.29
12 H 0.36
13 H 0.21
14 H 0.45
15 H 0.28
16 H 0.34
17 O -0.65
18 H 0.27
19 H 0.42
20 O -0.68
21 H 0.30
22 H 0.33
23 O -0.65
24 H 0.40
25 H 0.30
26 O -0.76
27 H 0.35
28 H 0.26
29 O -0.61
30 H 0.40
31 H 0.47
32 O -0.74
33 H 0.24
34 H 0.45
35 O -0.68
36 H 0.40
37 H 0.32
38 O -0.95
39 H 0.20
40 H 0.58
41 O -0.63
42 H 0.34
43 H 0.28
44 O -0.70
45 H 0.50
46 H 0.33
47 O -0.72
48 H 0.36
49 H 0.58
50 O -0.82
51 H 0.27
52 H 0.38
53 O -0.61
54 H 0.29
55 H 0.55
56 O -0.71
57 H 0.35
58 H 0.32
59 O -0.73

> What is the electronic energy in the second record?

-37986.75279 eV

> What is the electronic energy in the fourth record?

-38559.33733 eV